No. 1
Molecular formula: C4H7N3
Method: DFT, ωB97M-V with the def2-TZVPD basis set

```
14
Properties=species:S:1:pos:R:3:forces:R:3:lowdin_charge:R:1
C -2.195243 -0.306702 -0.458086 -2.1 -0.9 -0.2 -0.08
N -1.122193 -0.931795 -0.221289 0.7 -0.4 0.3 -0.02
N 0.001074 -0.230368 0.037542 -1.0 -0.1 -0.9 -0.27
C -0.121767 1.192219 0.157328 2.5 0.4 0.5 -0.08
C 1.175234 -1.032935 0.344410 -0.7 2.0 2.3 -0.14
C 2.393167 -0.434923 -0.245132 -0.3 -0.5 0.3 -0.21
N 3.362901 0.078625 -0.576476 0.0 0.0 -0.2 0.15
H -2.340735 0.753046 -0.543207 0.2 0.5 0.2 0.04
H -3.136619 -0.905846 -0.566582 1.2 0.4 -0.1 0.07
H -0.708049 1.564468 1.001835 -0.4 -0.4 -0.1 0.10
H 0.900072 1.586802 0.317272 -0.4 -0.1 0.0 0.09
H -0.420557 1.629638 -0.776529 -0.5 0.3 -0.4 0.08
H 0.937445 -2.035778 0.021729 0.3 -0.2 0.1 0.11
H 1.275265 -0.926450 1.507185 0.4 -0.9 -1.9 0.16
```
Positions in Å, forces in eV/Å.

* 2S+1: 1
* LUMO level: 0.79 eV
* M: 97.1 Da
* HOMO level: -8.74 eV
* energy above the lowest of the compared OMol25 structures with the same formula, charge and spin: 225.32 kJ/mol
* gap between HOMO and LUMO: 9.528 eV
* SMILES: C=NN(C)CC#N



No. 2
Molecular formula: CH7N5S
Method: DFT, ωB97M-V with the def2-TZVPD basis set

```
14
Properties=species:S:1:pos:R:3:forces:R:3:lowdin_charge:R:1
C 11.636269 -0.750620 1.609736 1.0 -0.4 4.8 0.33
N 11.227358 -0.585702 0.589743 -0.7 0.5 -2.5 0.02
N -7.700532 -0.927586 -0.712456 1.8 3.3 0.3 -0.58
N -7.864989 1.335051 1.356073 -3.8 1.3 -2.5 0.19
N 10.950767 -0.519472 -0.652420 -0.6 -1.3 -1.6 0.19
N -8.850475 0.998820 0.660435 1.7 -2.0 1.0 0.21
S -8.028008 -2.329416 -0.763693 -2.6 -2.1 -0.2 0.81
H 11.776226 -0.837106 2.696416 0.2 0.0 -0.8 0.16
H -7.432262 0.606163 1.853506 0.8 -1.1 1.2 0.14
H -7.675718 2.315665 1.512336 1.0 0.4 -0.1 0.17
H 10.306205 -1.222525 -0.988532 0.1 -0.4 0.2 0.16
H 10.756695 0.349697 -1.073964 0.1 1.6 0.0 0.14
H -9.303208 1.634522 0.004103 0.3 1.2 0.4 0.13
H -9.474705 -2.242006 -0.806449 0.8 -1.0 0.0 -0.08
```
Positions in Å, forces in eV/Å.

* 2S+1: 1
* LUMO level (spin up / spin down): -7.61 / -7.61 eV
* M: 121.2 Da
* HOMO level (spin up / spin down): -13.74 / -13.74 eV
* energy above the lowest of the compared OMol25 structures with the same formula, charge and spin: 196.87 kJ/mol
* gap between HOMO and LUMO (spin up / spin down): 6.130 / 6.131 eV
* charge: +2



No. 3
Molecular formula: C39H40MnN7O5PS3
Method: DFT, ωB97M-V with the def2-TZVPD basis set

```
96
Properties=species:S:1:pos:R:3:forces:R:3:lowdin_charge:R:1
Mn 0.721081 -0.674417 -1.469041 3.4 -0.9 0.6 0.48
N 0.407836 -4.572286 0.247031 0.3 0.6 0.0 0.14
C 0.888891 -3.333405 -0.040372 -0.6 -0.4 -0.4 -0.06
N 0.387732 -2.557074 -0.957499 -0.1 -1.3 0.9 0.07
C -0.689997 -3.017994 -1.714841 -0.6 1.5 -1.2 -0.23
N -1.183876 -2.220802 -2.638631 -1.3 -3.3 0.4 0.13
N -0.516480 -1.101672 -2.729117 -0.4 3.5 -0.9 -0.15
C -1.027920 0.013395 -3.205189 -0.9 -2.3 -0.2 0.00
C -0.251406 1.177175 -3.043134 0.7 2.4 -0.3 -0.24
C -0.648372 2.447899 -3.515851 -0.1 -1.2 0.2 0.01
C 0.170613 3.531653 -3.322466 0.8 0.1 0.1 -0.05
C 1.410871 3.337573 -2.704053 -0.6 0.0 -0.4 -0.09
C 1.733280 2.073009 -2.249774 0.2 -0.1 -0.1 -0.15
N 0.929218 1.023295 -2.384925 -1.2 0.5 -0.6 0.03
C -1.287459 -4.294306 -1.416271 -0.2 -0.8 0.3 -0.09
C -2.421865 -4.766359 -2.077568 0.1 -0.1 0.1 0.00
C -2.991138 -5.977574 -1.719983 -0.1 0.3 -0.2 -0.06
C -2.450293 -6.721722 -0.685162 0.6 0.1 0.3 -0.06
C -1.321318 -6.265309 -0.007658 -0.2 -0.4 -0.1 -0.02
C -0.736841 -5.066898 -0.376491 -0.2 0.5 -0.7 -0.19
H 0.815769 -5.106239 0.999165 0.0 0.2 0.0 0.16
H 1.752777 -2.996184 0.516685 0.0 0.0 0.1 0.15
H -2.030230 0.029113 -3.619552 0.0 0.0 -0.1 0.14
H -1.604977 2.531178 -4.006850 -0.1 0.1 0.0 0.12
H -0.123511 4.520433 -3.641099 0.0 0.1 0.1 0.12
H 2.072421 4.168107 -2.521459 0.0 0.1 0.1 0.09
H 2.679239 1.892826 -1.753070 -0.1 0.1 0.2 0.12
H -2.840444 -4.162030 -2.864718 -0.1 0.1 -0.1 0.12
H -3.870931 -6.336122 -2.236973 0.0 0.0 0.0 0.11
H -2.899782 -7.662256 -0.404052 0.0 -0.1 0.1 0.11
H -0.896822 -6.844251 0.800385 0.0 -0.1 0.1 0.12
C 2.918077 0.666732 1.930339 1.1 -0.1 -0.2 0.01
C 1.861152 0.321800 1.093514 -0.4 0.0 0.0 -0.09
N 2.028502 -0.255336 -0.085071 1.5 0.0 0.3 0.05
C 3.312550 -0.477857 -0.519737 0.0 1.0 2.1 -0.14
C 4.452521 -0.118830 0.261831 -1.1 -0.5 -1.0 -0.14
C 4.226041 0.444343 1.515097 -0.9 0.2 0.6 0.01
C 5.734983 -0.321793 -0.317487 0.3 -0.2 -0.4 -0.01
C 5.872176 -0.815642 -1.575116 0.2 0.2 0.3 -0.01
C 4.743554 -1.164920 -2.380023 -0.6 0.2 0.7 -0.14
C 4.829994 -1.616184 -3.691141 -1.4 -0.3 -0.7 0.02
C 3.635419 -1.881807 -4.386294 2.0 0.1 0.2 -0.03
C 2.421941 -1.700281 -3.775576 -1.0 0.3 1.6 -0.07
N 2.286709 -1.280105 -2.496212 2.2 0.1 -0.7 0.05
C 3.454015 -0.999862 -1.807407 -0.3 -0.8 -2.0 -0.12
H 2.699760 1.124683 2.881846 0.0 0.1 0.0 0.12
H 0.841342 0.544324 1.375783 0.0 0.1 0.0 0.07
H 5.059300 0.719092 2.144192 0.1 0.1 0.0 0.12
H 6.606116 -0.051635 0.262071 0.1 0.0 0.0 0.12
H 6.852493 -0.929808 -2.013555 0.1 0.0 0.0 0.12
H 5.788370 -1.742027 -4.170337 0.1 0.0 0.0 0.12
H 3.676001 -2.225088 -5.407000 -0.1 0.0 -0.1 0.11
H 1.502524 -1.906192 -4.309792 -0.1 0.1 0.1 0.12
C -2.001780 -4.754070 4.115695 -0.1 0.1 0.0 -0.05
C -1.880074 -3.584877 3.186663 0.1 -0.1 -0.1 -0.28
C -2.549968 -3.568135 1.967089 0.0 0.1 0.1 -0.04
C -2.505009 -2.447557 1.153104 0.0 -0.1 0.0 -0.05
C -1.769675 -1.352926 1.552310 -0.1 0.4 -0.3 -0.25
C -1.067905 -1.362286 2.739572 0.2 -0.1 0.2 -0.05
C -1.122206 -2.477746 3.555228 0.0 0.0 -0.1 -0.03
S -1.772070 0.148003 0.589283 0.2 0.7 0.2 0.49
O -3.024860 0.230357 -0.112703 -0.1 -0.4 0.0 -0.28
O -1.477783 1.202396 1.534516 -0.5 -1.4 0.1 -0.41
O -0.638720 -0.048140 -0.362481 -1.4 0.5 1.1 -0.41
H -2.205465 -5.669658 3.566238 0.0 -0.1 0.0 0.07
H -2.826818 -4.580343 4.807342 0.0 -0.1 0.1 0.09
H -1.097713 -4.878000 4.707626 0.1 -0.1 0.0 0.08
H -3.129814 -4.428452 1.666436 -0.1 -0.1 0.0 0.11
H -3.048125 -2.395976 0.223031 -0.2 0.0 -0.1 0.12
H -0.517686 -0.478369 3.019967 0.0 0.1 0.1 0.11
H -0.598141 -2.478090 4.500392 0.1 0.0 0.1 0.11
C -0.646987 3.644552 3.565208 -0.1 0.2 -0.1 -0.06
C -0.177163 4.996868 3.041485 0.3 -0.2 0.3 -0.46
C 1.328976 5.027363 2.830953 0.0 0.2 0.0 -0.10
O -0.897277 5.347485 1.861167 -0.5 0.1 -0.2 -0.31
P -0.549228 4.929473 0.351213 2.1 -0.5 -1.0 -0.11
S 0.807783 6.101290 -0.504667 -0.2 0.4 0.2 0.13
S 0.087129 3.023455 0.181146 -0.3 0.9 0.1 0.41
O -1.909324 5.271701 -0.390104 -0.4 0.0 -0.1 -0.32
C -3.247277 4.801946 -0.157415 -0.2 -0.1 0.1 -0.44
C -3.308513 3.289374 -0.080943 0.0 0.3 0.0 -0.08
C -3.840269 5.477916 1.070077 0.1 0.0 -0.2 -0.05
H -0.083523 3.383681 4.457312 0.1 0.0 0.2 0.07
H -0.508642 2.871045 2.813693 0.1 0.0 -0.1 0.02
H -1.704049 3.680369 3.815330 -0.2 0.0 0.1 0.08
H -0.460655 5.788219 3.751629 0.1 -0.2 -0.1 0.14
H 1.622013 4.256474 2.120888 0.0 0.0 -0.1 0.03
H 1.832633 4.842946 3.777220 0.0 0.0 0.2 0.07
H 1.644918 5.994340 2.442615 0.0 0.0 0.0 0.06
H -3.787677 5.144449 -1.051863 0.1 0.0 0.2 0.14
H -2.754863 2.911261 0.775711 0.0 0.0 0.0 0.04
H -2.891286 2.841381 -0.980441 0.1 -0.1 0.0 0.07
H -4.340558 2.964895 0.010527 -0.2 0.0 0.0 0.09
H -3.342328 5.129058 1.970384 0.0 0.0 0.1 0.07
H -4.899518 5.244781 1.139862 -0.2 0.0 0.0 0.08
H -3.720106 6.557185 0.992312 0.0 0.1 0.1 0.08
```
Positions in Å, forces in eV/Å.

* 2S+1: 2
* LUMO level (spin up / spin down): -1.32 / -1.31 eV
* M: 868.9 Da
* HOMO level (spin up / spin down): -5.20 / -5.21 eV
* energy above the lowest of the compared OMol25 structures with the same formula, charge and spin: 286.89 kJ/mol
* gap between HOMO and LUMO (spin up / spin down): 3.876 / 3.892 eV



The highest 2S+1 belongs to which entry? C39H40MnN7O5PS3



What did the first record say?
Molecular formula: C4H7N3
Method: DFT, ωB97M-V with the def2-TZVPD basis set

```
14
Properties=species:S:1:pos:R:3:forces:R:3:lowdin_charge:R:1
C -2.195243 -0.306702 -0.458086 -2.1 -0.9 -0.2 -0.08
N -1.122193 -0.931795 -0.221289 0.7 -0.4 0.3 -0.02
N 0.001074 -0.230368 0.037542 -1.0 -0.1 -0.9 -0.27
C -0.121767 1.192219 0.157328 2.5 0.4 0.5 -0.08
C 1.175234 -1.032935 0.344410 -0.7 2.0 2.3 -0.14
C 2.393167 -0.434923 -0.245132 -0.3 -0.5 0.3 -0.21
N 3.362901 0.078625 -0.576476 0.0 0.0 -0.2 0.15
H -2.340735 0.753046 -0.543207 0.2 0.5 0.2 0.04
H -3.136619 -0.905846 -0.566582 1.2 0.4 -0.1 0.07
H -0.708049 1.564468 1.001835 -0.4 -0.4 -0.1 0.10
H 0.900072 1.586802 0.317272 -0.4 -0.1 0.0 0.09
H -0.420557 1.629638 -0.776529 -0.5 0.3 -0.4 0.08
H 0.937445 -2.035778 0.021729 0.3 -0.2 0.1 0.11
H 1.275265 -0.926450 1.507185 0.4 -0.9 -1.9 0.16
```
Positions in Å, forces in eV/Å.

* 2S+1: 1
* LUMO level: 0.79 eV
* M: 97.1 Da
* HOMO level: -8.74 eV
* energy above the lowest of the compared OMol25 structures with the same formula, charge and spin: 225.32 kJ/mol
* gap between HOMO and LUMO: 9.528 eV
* SMILES: C=NN(C)CC#N



What is the 2S+1 in the third record? 2